[1]
This record from OMol25 describes a cluster of 8 separate species, C28H35ClF21O17S in total in a non-equilibrium geometry. The level of theory is ωB97M-V/def2-TZVPD.

Geometry as ORCA input:
```
! RIJCOSX wB97M-V def2-TZVPD def2/J DEFGRID3
* xyz -1 1
O -1.00 3.43 -2.23
S -0.98 3.72 -3.66
O -2.32 3.97 -4.20
O -0.33 2.58 -4.45
Cl 0.11 5.49 -3.91
C -0.63 2.53 0.91
C -0.36 4.01 0.76
O -0.09 4.62 2.04
C 1.14 4.50 2.50
O 2.04 3.93 1.94
C 1.28 5.23 3.84
F 0.25 4.99 4.66
F 1.33 6.57 3.67
F 2.39 4.89 4.50
H -1.44 2.36 1.63
H -0.91 2.09 -0.05
H 0.24 2.01 1.29
H -1.24 4.50 0.35
H 0.46 4.19 0.06
C 4.06 -0.60 2.99
C 4.06 0.18 1.69
O 3.72 -0.67 0.59
C 2.42 -0.87 0.39
O 1.54 -0.41 1.05
C 2.21 -1.75 -0.84
F 3.05 -2.80 -0.88
F 2.40 -1.06 -1.98
F 0.97 -2.24 -0.91
H 4.71 -1.47 2.92
H 4.39 0.03 3.82
H 3.06 -0.97 3.23
H 5.06 0.56 1.50
H 3.39 1.04 1.74
C -1.19 7.83 6.86
C -2.19 6.84 6.32
O -3.26 6.63 7.26
C -4.24 7.53 7.24
O -4.29 8.48 6.52
C -5.32 7.16 8.25
F -4.80 6.77 9.43
F -6.08 6.14 7.81
F -6.15 8.17 8.51
H -0.83 7.52 7.84
H -0.34 7.93 6.18
H -1.64 8.82 6.98
H -1.71 5.87 6.17
H -2.59 7.15 5.35
C -0.55 -2.68 -3.24
C -0.94 -2.62 -4.70
O -2.11 -3.41 -4.96
C -3.28 -2.82 -4.68
O -3.40 -1.72 -4.24
C -4.44 -3.75 -5.05
F -4.23 -5.02 -4.65
F -4.63 -3.79 -6.38
F -5.59 -3.36 -4.51
H -0.43 -3.72 -2.92
H 0.37 -2.15 -3.06
H -1.33 -2.25 -2.61
H -0.14 -3.03 -5.31
H -1.09 -1.59 -5.03
C 0.10 -8.08 -0.05
C 0.41 -6.60 -0.17
O 0.71 -6.03 1.12
C 1.95 -6.20 1.55
O 2.82 -6.77 0.96
C 2.13 -5.50 2.90
F 1.11 -5.73 3.74
F 2.22 -4.17 2.75
F 3.24 -5.89 3.53
H -0.71 -8.24 0.68
H -0.21 -8.49 -1.01
H 0.96 -8.64 0.31
H -0.46 -6.07 -0.55
H 1.23 -6.42 -0.87
C -5.29 0.20 -5.15
C -6.59 0.81 -5.64
O -6.52 2.24 -5.62
C -5.94 2.81 -6.68
O -5.48 2.22 -7.60
C -5.99 4.34 -6.55
F -5.67 4.75 -5.32
F -7.22 4.81 -6.81
F -5.15 4.94 -7.39
H -5.03 0.59 -4.17
H -5.37 -0.88 -5.09
H -4.46 0.45 -5.82
H -7.40 0.53 -4.97
H -6.85 0.44 -6.63
C 5.71 -4.39 -1.29
C 5.68 -4.66 0.20
O 7.00 -4.96 0.69
C 7.77 -3.90 0.97
O 7.44 -2.76 0.83
C 9.12 -4.36 1.53
F 9.63 -5.39 0.83
F 9.00 -4.78 2.80
F 10.03 -3.39 1.51
H 6.18 -5.22 -1.83
H 4.70 -4.25 -1.67
H 6.30 -3.50 -1.51
H 5.07 -5.55 0.39
H 5.24 -3.84 0.75
*
```

Computed properties:
**Energy above the lowest of the compared OMol25 structures with the same formula, charge and spin**: 0.0 kcal/mol
**DFT total energy**: -144841.2955 eV
**Molecular weight**: 1110.05 g/mol
**Frontier orbital gap**: 7.64 eV

---

[2]
This record from OMol25 describes a cluster of 7 separate species, C28H35F21O14 in total in a non-equilibrium geometry. The level of theory is ωB97M-V/def2-TZVPD.

Geometry as ORCA input:
```
! RIJCOSX wB97M-V def2-TZVPD def2/J DEFGRID3
* xyz 0 1
C -2.62 0.65 4.18
C -3.33 1.97 4.36
O -4.72 1.71 4.54
C -5.47 2.76 4.77
O -5.10 3.89 4.75
C -6.93 2.36 5.08
F -7.13 1.04 5.03
F -7.26 2.80 6.29
F -7.74 2.94 4.18
H -1.59 0.83 3.90
H -3.18 0.04 3.46
H -2.68 0.05 5.10
H -3.18 2.61 3.48
H -2.92 2.55 5.19
C -1.77 -5.56 -4.59
C -1.70 -4.29 -3.78
O -2.74 -3.39 -4.19
C -2.48 -2.59 -5.21
O -1.53 -2.63 -5.93
C -3.63 -1.58 -5.39
F -4.11 -1.70 -6.64
F -4.62 -1.73 -4.54
F -3.15 -0.33 -5.27
H -2.68 -6.12 -4.37
H -0.90 -6.20 -4.43
H -1.78 -5.34 -5.66
H -0.72 -3.83 -3.91
H -1.80 -4.47 -2.72
C 5.77 3.14 1.74
C 4.28 2.93 1.84
O 4.03 2.12 3.00
C 2.78 1.95 3.36
O 1.82 2.44 2.83
C 2.64 1.07 4.62
F 2.38 1.81 5.69
F 1.64 0.21 4.45
F 3.76 0.37 4.84
H 6.03 3.90 1.00
H 6.26 2.22 1.40
H 6.26 3.30 2.70
H 3.93 2.39 0.96
H 3.74 3.87 1.86
C 7.04 4.36 -5.22
C 5.60 4.22 -5.66
O 4.69 4.40 -4.55
C 4.55 3.39 -3.73
O 5.12 2.34 -3.80
C 3.53 3.68 -2.61
F 4.14 3.90 -1.45
F 2.76 4.73 -2.92
F 2.73 2.63 -2.47
H 7.33 3.56 -4.54
H 7.21 5.30 -4.71
H 7.67 4.31 -6.11
H 5.35 3.26 -6.11
H 5.36 5.01 -6.37
C -0.15 1.53 -4.67
C -1.14 2.61 -4.30
O -0.65 3.23 -3.09
C -1.13 4.41 -2.74
O -1.96 5.06 -3.29
C -0.42 4.92 -1.46
F -1.32 5.14 -0.49
F 0.48 4.06 -1.01
F 0.18 6.09 -1.74
H -0.57 0.94 -5.49
H -0.05 0.81 -3.85
H 0.84 1.89 -4.93
H -2.13 2.21 -4.13
H -1.12 3.37 -5.08
C -0.06 -8.41 5.96
C -1.03 -8.45 4.79
O -1.02 -7.24 4.03
C -1.72 -6.22 4.49
O -2.17 -6.13 5.60
C -1.94 -5.11 3.44
F -1.51 -3.95 3.92
F -1.29 -5.36 2.29
F -3.24 -5.03 3.18
H 0.10 -9.43 6.30
H -0.47 -7.78 6.75
H 0.91 -8.02 5.66
H -2.04 -8.63 5.15
H -0.75 -9.25 4.11
C 1.27 0.85 -0.17
C 0.37 0.06 0.73
O -0.55 -0.75 -0.03
C -1.17 -1.70 0.66
O -1.06 -1.91 1.83
C -2.17 -2.44 -0.24
F -1.91 -2.31 -1.54
F -2.28 -3.72 0.07
F -3.39 -1.88 -0.02
H 0.77 1.47 -0.92
H 1.92 0.20 -0.77
H 1.88 1.47 0.48
H -0.23 0.71 1.38
H 0.96 -0.57 1.40
*
```

Computed properties:
**Energy above the lowest of the compared OMol25 structures with the same formula, charge and spin**: 11.5 kcal/mol
**DFT total energy**: -115338.2867 eV
**Molecular weight**: 994.53 g/mol
**SMILES**: CCOC(=O)C(F)(F)F.CCOC(=O)C(F)(F)F.CCOC(=O)C(F)(F)F.CCOC(=O)C(F)(F)F.CCOC(=O)C(F)(F)F.CCOC(=O)C(F)(F)F.CCOC(=O)C(F)(F)F
**Frontier orbital gap**: 11.44 eV

---

[3]
This record from OMol25 describes a structure of composition C28H35F3I2N3OPSTi in a non-equilibrium geometry. The level of theory is ωB97M-V/def2-TZVPD.

Geometry as ORCA input:
```
! RIJCOSX wB97M-V def2-TZVPD def2/J DEFGRID3
* xyz 0 3
Ti -0.39 0.39 -0.59
I 0.39 0.07 -7.73
C -0.35 -0.09 -5.77
C -1.35 0.76 -5.34
C -1.79 0.68 -4.03
I -3.29 1.97 -3.33
C -1.23 -0.22 -3.10
O -1.60 -0.31 -1.84
C -0.22 -1.08 -3.60
C 0.39 -1.99 -2.57
N 1.07 -1.21 -1.51
C 2.20 -0.43 -2.05
C 1.70 0.88 -2.58
C 2.26 1.51 -3.67
C 1.81 2.78 -4.04
C 0.83 3.38 -3.25
C 0.30 2.70 -2.18
N 0.69 1.43 -1.85
C 0.21 -1.01 -4.91
H -1.80 1.48 -6.01
H 1.08 -2.69 -3.05
H -0.42 -2.56 -2.10
H 1.41 -1.86 -0.82
H 2.74 -0.98 -2.83
H 2.90 -0.24 -1.23
H 3.04 1.01 -4.22
H 2.23 3.29 -4.90
H 0.48 4.38 -3.47
H -0.45 3.14 -1.55
H 1.01 -1.67 -5.25
F -2.29 4.79 3.55
C -2.46 3.80 2.64
F -3.03 2.78 3.30
F -3.35 4.25 1.74
C -1.15 3.41 2.03
C 0.01 4.11 2.34
C 1.20 3.73 1.74
C 1.22 2.63 0.92
N 0.13 1.88 0.67
C -1.08 2.33 1.14
S -2.38 1.47 0.46
H -0.03 4.94 3.04
H 2.11 4.28 1.92
H 2.14 2.31 0.44
C 0.67 -3.86 2.90
C 0.03 -3.30 1.64
C 0.78 -3.83 0.41
P -0.22 -1.42 1.57
C -1.90 -1.33 2.38
C -2.06 -2.06 3.72
C -2.94 -1.83 1.38
C 1.01 -0.82 2.86
C 2.33 -0.55 2.12
C 0.54 0.37 3.69
H 0.59 -4.95 2.89
H 0.19 -3.50 3.81
H 1.74 -3.61 2.95
H -0.99 -3.68 1.58
H 1.81 -3.46 0.38
H 0.27 -3.57 -0.51
H 0.83 -4.92 0.46
H -2.06 -0.27 2.54
H -2.00 -3.14 3.60
H -3.04 -1.82 4.13
H -1.31 -1.76 4.45
H -2.89 -2.92 1.25
H -2.82 -1.37 0.40
H -3.94 -1.59 1.73
H 1.19 -1.64 3.56
H 2.18 0.16 1.31
H 2.74 -1.47 1.70
H 3.07 -0.13 2.81
H 0.22 1.21 3.07
H 1.37 0.72 4.31
H -0.28 0.10 4.34
*
```

Computed properties:
**Energy above the lowest of the compared OMol25 structures with the same formula, charge and spin**: 28.7 kcal/mol
**DFT total energy**: -103718.0252 eV
**<S²>**: 2.03
**Molecular weight**: 851.32 g/mol
**Frontier orbital gap (alpha / beta)**: 5.64 / 7.82 eV

---

[4]
This record from OMol25 describes a structure of composition C28H35F3MnN4P2 in a non-equilibrium geometry. The level of theory is ωB97M-V/def2-TZVPD.

Geometry as ORCA input:
```
! RIJCOSX wB97M-V def2-TZVPD def2/J DEFGRID3
* xyz 0 6
Mn -0.34 -2.37 -1.61
C -2.24 -4.89 -4.23
C -3.13 -3.91 -3.98
C -4.50 -4.17 -3.41
C -4.53 -5.14 -2.19
C -3.33 -4.99 -1.32
C -2.09 -5.46 -1.50
C -1.78 -6.57 -2.45
C -2.38 -6.33 -3.84
C 0.42 -2.17 0.33
H -1.36 -4.71 -4.84
H -3.00 -2.91 -4.41
H -5.20 -4.57 -4.17
H -4.93 -3.20 -3.11
H -5.41 -4.87 -1.58
H -4.70 -6.16 -2.54
H -3.62 -4.57 -0.36
H -1.27 -5.21 -0.85
H -2.11 -7.55 -2.07
H -0.68 -6.64 -2.55
H -1.80 -6.92 -4.56
H -3.42 -6.69 -3.87
H 1.46 -2.46 0.12
H 0.05 -2.79 1.16
H 0.43 -1.13 0.68
P -2.30 -2.07 0.00
P -1.59 -0.24 -2.55
N -2.32 -3.69 1.16
N -2.84 -1.05 1.30
N -0.75 -1.00 -3.90
N -1.69 1.28 -3.43
C -3.60 -1.83 -1.27
C -3.36 -0.73 -2.36
C -1.25 -4.60 1.23
C -1.55 -5.61 2.13
C -2.88 -5.38 2.58
C -3.32 -4.19 1.99
C -2.06 -0.78 2.44
C -2.84 -0.10 3.37
C -4.14 0.05 2.79
C -4.12 -0.54 1.54
C 0.42 -1.83 -3.45
C 0.51 -2.87 -4.47
C -0.44 -2.63 -5.46
C -1.23 -1.54 -5.07
C -1.65 1.60 -4.79
C -1.75 2.98 -4.94
C -1.86 3.54 -3.62
C -1.85 2.48 -2.72
H -4.55 -1.63 -0.78
H -3.66 -2.80 -1.75
H -3.72 -1.02 -3.37
H -3.87 0.21 -2.09
H -0.37 -4.52 0.60
H -0.86 -6.39 2.42
H -3.45 -6.02 3.25
H -4.26 -3.67 2.10
H -1.02 -1.06 2.46
H -2.52 0.24 4.34
H -4.99 0.56 3.24
H -4.89 -0.62 0.79
H 1.35 -1.26 -3.32
H 1.24 -3.68 -4.45
H -0.61 -3.22 -6.36
H -2.06 -1.09 -5.59
H -1.52 0.83 -5.54
H -1.75 3.53 -5.86
H -1.95 4.58 -3.35
H -1.88 2.44 -1.64
F 2.10 -0.42 -1.17
C 0.77 -0.18 -1.45
F 0.30 0.61 -0.40
F 0.83 0.73 -2.53
*
```

Computed properties:
**DFT total energy**: -93605.1142 eV
**<S²>**: 8.81
**Molecular weight**: 601.50 g/mol
**Frontier orbital gap (alpha / beta)**: 5.75 / 6.35 eV

---

[5]
This record from OMol25 describes a structure of composition C28H35N2OOs in a non-equilibrium geometry. The level of theory is ωB97M-V/def2-TZVPD.

Geometry as ORCA input:
```
! RIJCOSX wB97M-V def2-TZVPD def2/J DEFGRID3
* xyz -1 1
Os -0.62 0.70 0.67
C 0.71 -2.98 0.43
C 1.77 -2.55 1.45
C 1.20 -2.41 2.84
C 1.27 -3.50 3.69
C 0.76 -3.46 4.98
C 0.14 -2.30 5.42
C 0.06 -1.17 4.60
C -0.69 0.04 5.10
C -2.04 0.21 4.40
C 0.62 -1.23 3.31
N 0.61 -0.03 2.53
C 1.37 0.92 2.97
C 1.26 2.23 2.45
C 1.95 3.41 2.76
C 1.37 4.41 1.97
C 0.37 3.78 1.21
N 0.29 2.47 1.51
H 1.17 -3.24 -0.52
H 0.01 -2.16 0.25
H 0.15 -3.84 0.80
H 2.22 -1.60 1.13
H 2.56 -3.31 1.48
H 1.74 -4.41 3.33
H 0.84 -4.31 5.64
H -0.28 -2.25 6.41
H -0.11 0.96 4.95
H -0.83 -0.07 6.18
H -1.92 0.34 3.33
H -2.58 1.07 4.79
H -2.66 -0.68 4.56
H 2.09 0.73 3.77
H 2.75 3.51 3.47
H 1.63 5.45 1.93
H -0.28 4.21 0.47
C -0.59 -0.36 -2.79
C 0.62 0.35 -2.21
C 1.92 -0.27 -2.68
C 0.57 0.35 -0.66
C 0.57 1.86 -2.58
C 1.74 2.60 -2.73
C 1.71 3.97 -2.99
C 0.50 4.62 -3.13
C -0.68 3.89 -3.02
C -0.64 2.53 -2.75
H -0.49 -1.44 -2.62
H -0.66 -0.20 -3.87
H -1.50 -0.03 -2.31
H 1.88 -1.36 -2.54
H 2.78 0.09 -2.11
H 2.11 -0.08 -3.74
H 1.59 0.39 -0.24
H 2.71 2.12 -2.61
H 2.64 4.51 -3.08
H 0.46 5.69 -3.32
H -1.64 4.37 -3.14
H -1.57 1.98 -2.65
C -2.66 -1.71 -0.57
O -3.18 -0.40 -0.55
C -2.36 0.57 0.05
C -3.21 1.85 0.10
H -2.35 -2.00 0.43
H -1.80 -1.80 -1.23
H -3.47 -2.35 -0.93
H -4.19 1.67 -0.36
H -2.72 2.67 -0.42
H -3.39 2.19 1.13
*
```

Computed properties:
**Energy above the lowest of the compared OMol25 structures with the same formula, charge and spin**: 0.0 kcal/mol
**DFT total energy**: -37096.7357 eV
**Molecular weight**: 605.83 g/mol
**Frontier orbital gap**: 5.43 eV

---

[6]
This record from OMol25 describes a structure of composition C28H35N2PS2W in a non-equilibrium geometry. The level of theory is ωB97M-V/def2-TZVPD.

Geometry as ORCA input:
```
! RIJCOSX wB97M-V def2-TZVPD def2/J DEFGRID3
* xyz 2 3
W -0.44 0.30 -0.46
C -5.09 2.12 0.17
C -3.75 1.80 -0.42
S -2.63 0.84 0.50
C -3.32 2.19 -1.63
C -4.08 3.02 -2.61
S -1.72 1.66 -2.05
H -5.23 1.70 1.17
H -5.89 1.73 -0.46
H -5.21 3.21 0.26
H -5.08 3.29 -2.24
H -4.23 2.47 -3.55
H -3.55 3.95 -2.83
C -1.67 -2.69 5.81
C -0.34 -2.39 5.55
C 0.03 -1.80 4.34
C -0.93 -1.50 3.36
C -2.27 -1.81 3.64
C -2.64 -2.40 4.85
P -0.53 -0.73 1.75
C 0.75 0.50 2.15
C 0.62 1.33 3.28
C 1.57 2.31 3.58
C 2.66 2.50 2.74
C 2.79 1.72 1.60
C 1.84 0.74 1.30
C 0.33 -2.11 0.93
C -0.33 -2.76 -0.12
C 0.26 -3.85 -0.79
C 1.52 -4.30 -0.40
C 2.19 -3.67 0.64
C 1.60 -2.59 1.31
H -1.96 -3.15 6.75
H 0.42 -2.61 6.30
H 1.08 -1.57 4.18
H -3.05 -1.60 2.90
H -3.68 -2.64 5.04
H -0.24 1.22 3.94
H 1.44 2.93 4.46
H 3.40 3.26 2.97
H 3.64 1.87 0.93
H 1.96 0.17 0.38
H -1.32 -2.44 -0.44
H -0.27 -4.34 -1.60
H 1.97 -5.14 -0.92
H 3.17 -4.02 0.95
H 2.15 -2.12 2.12
C 1.97 2.26 -3.59
C 1.08 2.01 -2.34
N 0.75 0.57 -2.14
C 0.07 0.08 -3.37
C 0.92 0.27 -4.65
N 2.25 0.91 -4.25
C 2.96 0.01 -3.24
C 2.04 -0.17 -2.01
H 2.94 2.70 -3.32
H 1.47 2.89 -4.33
H 0.15 2.59 -2.43
H 1.58 2.41 -1.45
H -0.89 0.61 -3.49
H -0.19 -0.98 -3.25
H 0.45 0.94 -5.37
H 1.16 -0.69 -5.13
H 2.84 1.05 -5.08
H 3.91 0.49 -2.99
H 3.16 -0.94 -3.75
H 2.57 0.16 -1.11
H 1.83 -1.24 -1.85
H 1.07 -0.52 -0.19
*
```

Computed properties:
**DFT total energy**: -65349.2655 eV
**<S²>**: 2.16
**Molecular weight**: 678.55 g/mol
**Frontier orbital gap (alpha / beta)**: 6.28 / 7.23 eV